Run a
The following is a DFT calculation (ωB97M-V with the def2-TZVPD basis set) of an isolated molecule of C2H4N2O3.

Geometry as ORCA input:
```
! RIJCOSX wB97M-V def2-TZVPD def2/J DEFGRID3
* xyz 0 1
C 0.02721 -1.16746 -0.17209
C -0.91720 0.94141 -1.04551
H 1.42549 -0.37849 1.42591
H -0.63757 -1.64366 -0.90661
H -0.00568 1.84124 0.75423
H -1.30878 0.42112 -1.96102
N 0.81065 -1.90809 0.50423
N -0.25232 0.19510 -0.09806
O 1.65584 -1.34899 1.41317
O 0.19770 0.90373 0.97357
O -0.99532 2.14408 -0.88781
*
```

LUMO energy	0.0214	hartree
SMILES	O=CN(O)/C=N\O
orbital gap	9.8	eV
HOMO energy	-9.26	eV
M	104.065	g/mol



Run b
The following is a DFT calculation (ωB97M-V with the def2-TZVPD basis set) of an isolated molecule of C2H4N2O3.

Geometry as ORCA input:
```
! RIJCOSX wB97M-V def2-TZVPD def2/J DEFGRID3
* xyz 0 1
C 0.71959 -0.95292 0.35628
C 0.50242 1.02638 -0.38394
N -1.55277 -0.06362 0.26890
O 1.78160 -1.18770 -0.42596
O -0.23123 2.15581 -0.32819
N -0.25316 -0.05649 -0.27012
O 0.41441 -1.62999 1.30736
H 2.31622 -1.87751 -0.00452
H 0.29556 2.88722 -0.68786
H -2.07744 0.70672 -0.09661
H -1.91520 -1.00791 0.26465
*
```

LUMO energy	0.0251	hartree
orbital gap	9.7	eV
HOMO energy	-9.05	eV
M	104.065	g/mol



run b comes first in stability; the runner-up is 90.4 kJ/mol higher.



Run a
The following is a DFT calculation (ωB97M-V with the def2-TZVPD basis set) of an isolated molecule of CH9N4P.

Geometry as ORCA input:
```
! RIJCOSX wB97M-V def2-TZVPD def2/J DEFGRID3
* xyz 0 1
C -1.40024 0.60712 -0.09207
N -2.75758 0.14227 0.14275
N 1.80699 0.68586 -0.90091
N 1.85889 -1.53264 0.52028
N -0.33168 -0.19203 0.55207
P 1.47420 0.13378 0.74597
H -2.64844 -0.76445 -0.29067
H -1.34527 1.65863 -0.01923
H -1.34387 0.48268 -1.23743
H -3.08771 0.17947 1.08870
H 2.78749 0.78075 -0.98475
H 1.23578 1.52457 -1.18644
H 2.82869 -1.81750 0.57464
H 1.49743 -1.56935 -0.39736
H -0.57465 -0.31916 1.48443
*
```

LUMO energy	0.0398	hartree
SMILES	NCNP(N)N
orbital gap	9.3	eV
HOMO energy	-8.22	eV
M	108.085	g/mol



Run b
The following is a DFT calculation (ωB97M-V with the def2-TZVPD basis set) of a 2-piece molecular cluster, CH9N4P overall.

Geometry as ORCA input:
```
! RIJCOSX wB97M-V def2-TZVPD def2/J DEFGRID3
* xyz 0 1
C 1.32599 -1.33894 -0.64264
N -1.46723 -0.73352 1.01987
N -1.16231 0.17710 -1.35133
N -0.54616 1.90670 0.60918
N 1.06781 -0.02224 -0.15562
P -0.58071 0.25764 0.21173
H 0.95065 -1.36923 -1.66872
H 2.39907 -1.53522 -0.65736
H 0.80626 -2.12388 -0.07943
H -1.26536 -0.77814 2.00636
H -0.94483 0.98616 -1.91738
H -2.14828 -0.03656 -1.34445
H 0.29409 2.37767 0.29997
H -0.72058 2.09007 1.58618
H 1.79775 -0.01235 1.39792
*
```

LUMO energy	-0.0221	hartree
orbital gap	8.3	eV
HOMO energy	-8.88	eV
M	108.085	g/mol



run a comes first in stability; the runner-up is 133.7 kJ/mol higher.



Run a
The following is a DFT calculation (ωB97M-V with the def2-TZVPD basis set) of a 2-piece molecular cluster, C4H10OSi overall.

Geometry as ORCA input:
```
! RIJCOSX wB97M-V def2-TZVPD def2/J DEFGRID3
* xyz 0 3
C -1.77366 -0.09878 0.67134
C 0.20794 2.38392 -0.67202
C 1.23256 -0.47885 1.39504
C 0.03404 -1.86741 -1.26747
O -2.81435 -0.44915 0.11564
Si -0.04781 -0.47490 -0.01104
H -1.80115 0.53633 1.46410
H 0.46039 2.66122 0.24368
H 0.87876 2.61028 -1.41911
H -0.72647 2.76563 -0.95647
H 1.24846 -1.46222 1.82001
H 2.25818 -0.09066 1.17463
H 0.99970 0.24582 2.12764
H 0.84831 -2.58555 -1.18982
H -0.98929 -2.26935 -1.20820
H -0.01560 -1.42634 -2.28795
*
```

LUMO energy (alpha / beta)	0.0222 / -0.0671	hartree
orbital gap (alpha / beta)	6.8 / 6.9	eV
expectation value of S²	2.01
HOMO energy (alpha / beta)	-6.22 / -8.70	eV
M	102.209	g/mol



Run b
The following is a DFT calculation (ωB97M-V with the def2-TZVPD basis set) of a 2-piece molecular cluster, C4H10OSi overall.

Geometry as ORCA input:
```
! RIJCOSX wB97M-V def2-TZVPD def2/J DEFGRID3
* xyz 0 3
C 3.00866 -1.26073 -0.47622
C 3.20910 -0.05494 -0.39058
C 0.03651 -0.26280 1.20548
C -2.29861 -0.39389 -0.91463
O -1.30953 2.19234 0.21355
Si -0.83568 0.66277 -0.22780
H 0.27119 1.06108 -1.38486
H 3.21524 -2.20944 -0.90093
H 2.95896 0.88026 0.04072
H 0.50395 0.33400 1.99526
H -0.65793 -0.87325 1.88382
H 0.98144 -0.85437 0.79648
H -2.84384 -0.88221 -0.00371
H -2.92493 0.24664 -1.33735
H -1.90275 -1.06902 -1.61069
H -1.41178 2.48355 1.11147
*
```

LUMO energy (alpha / beta)	0.0299 / -0.1017	hartree
orbital gap (alpha / beta)	7.0 / 7.4	eV
expectation value of S²	2.00
HOMO energy (alpha / beta)	-6.22 / -10.15	eV
M	102.209	g/mol



run a comes first in stability; the runner-up is 126.4 kJ/mol higher.